Record 1
Here is a 2-piece molecular cluster, C5H13N overall at a distorted geometry from OMol25. Energies are from the ωB97M-V functional and the def2-TZVPD basis.

Output
HOMO ... -9.05 eV
Molar mass ... 87.17 g mol⁻¹
Orbital gap ... 10.00 eV
Structure (SMILES) ... C=CN.CCC

The geometry in ORCA input format:
```
! RIJCOSX wB97M-V def2-TZVPD def2/J DEFGRID3
* xyz 0 1
C -3.285 -0.979 -1.535
C -3.041 -0.105 -0.562
N -1.750 0.254 -0.065
H -2.657 -1.767 -1.936
H -4.021 -0.678 -2.282
H -3.877 0.371 -0.049
H -1.557 -0.180 0.842
H -1.704 1.184 0.349
C 2.079 -0.570 -0.608
C 2.155 0.723 0.200
C 1.739 0.504 1.711
H 1.112 -1.024 -0.374
H 2.016 -0.287 -1.662
H 2.889 -1.284 -0.508
H 3.210 0.928 0.383
H 1.640 1.617 -0.135
H 2.432 1.123 2.277
H 1.899 -0.546 1.920
H 0.720 0.717 2.034
*
```

Atomic partial charges in e from the Mulliken method, atoms 1 to 5: -0.58, -0.12, -0.54, 0.26, 0.20

***

Record 2
Here is a 2-piece molecular cluster, C5H13N overall at a distorted geometry from OMol25. Energies are from the ωB97M-V functional and the def2-TZVPD basis.

Output
HOMO ... -9.24 eV
Molar mass ... 87.17 g mol⁻¹
Orbital gap ... 10.33 eV
Structure (SMILES) ... C=CC.CCN

The geometry in ORCA input format:
```
! RIJCOSX wB97M-V def2-TZVPD def2/J DEFGRID3
* xyz 0 1
C 0.258 1.241 2.094
C 0.950 1.588 1.018
C 2.443 1.567 0.944
H -0.831 1.275 2.180
H 0.686 1.083 3.087
H 0.350 1.862 0.152
H 2.886 0.598 0.672
H 2.785 2.160 0.084
H 2.905 1.996 1.840
C -1.451 -1.906 -0.284
C -0.943 -0.799 -1.223
N -1.088 -1.308 -2.597
H -1.014 -1.685 0.692
H -2.550 -1.914 -0.251
H -1.190 -2.883 -0.667
H -1.452 0.112 -0.860
H 0.107 -0.668 -0.920
H -1.991 -1.742 -2.706
H -0.861 -0.577 -3.259
*
```

Atomic partial charges in e from the Mulliken method, atoms 1 to 5: -0.82, 0.12, -1.04, 0.27, 0.27

***

Record 3
Here is one molecule with the formula C5H13N at a distorted geometry from OMol25. Energies are from the ωB97M-V functional and the def2-TZVPD basis.

Output
HOMO ... -9.44 eV
Molar mass ... 87.17 g mol⁻¹
Orbital gap ... 10.51 eV
Structure (SMILES) ... CC[C@@H](C)CN

The geometry in ORCA input format:
```
! RIJCOSX wB97M-V def2-TZVPD def2/J DEFGRID3
* xyz 0 1
C 0.211 1.097 2.026
C 0.017 -0.161 1.201
C -0.496 0.179 -0.245
C 0.301 1.290 -0.941
C -0.584 -1.074 -1.160
N 0.216 -2.236 -0.753
H 0.240 0.848 3.088
H 1.146 1.604 1.792
H -0.568 1.829 1.794
H 0.997 -0.609 1.024
H -0.606 -0.972 1.562
H -1.532 0.509 -0.113
H 0.367 2.193 -0.336
H 1.229 0.922 -1.370
H -0.322 1.683 -1.754
H -1.607 -1.442 -1.266
H -0.274 -0.693 -2.142
H 1.198 -2.036 -0.928
H 0.067 -2.931 -1.481
*
```

Atomic partial charges in e from the Mulliken method, atoms 1 to 5: -1.29, -0.38, 0.39, -1.52, -0.80

***

Record 4
Here is a 2-piece molecular cluster, C5H13N overall at a distorted geometry from OMol25. Energies are from the ωB97M-V functional and the def2-TZVPD basis.

Output
HOMO ... -6.71 eV
Molar mass ... 87.17 g mol⁻¹
Orbital gap ... 5.95 eV

The geometry in ORCA input format:
```
! RIJCOSX wB97M-V def2-TZVPD def2/J DEFGRID3
* xyz 0 1
C 0.432 -1.321 -1.654
C 1.215 -0.058 -1.454
C 1.091 0.615 -0.153
C 0.504 -0.048 1.025
N -0.843 -0.424 0.827
C -1.628 0.569 0.153
H -0.364 -1.405 -0.892
H 0.031 -1.353 -2.659
H 0.985 -2.241 -1.541
H 1.211 0.597 -2.319
H 2.208 -0.273 -0.948
H 0.649 0.639 1.892
H 1.670 1.522 -0.027
H -0.979 0.921 3.377
H 1.130 -0.929 1.261
H -1.630 0.588 3.232
H -1.665 1.548 0.680
H -2.665 0.260 0.093
H -1.353 0.794 -0.892
*
```

Atomic partial charges in e from the Mulliken method, atoms 1 to 5: -1.23, -0.07, -0.48, -0.32, -0.58

***

Record 5
Here is a 2-piece molecular cluster, C5H13N overall at a distorted geometry from OMol25. Energies are from the ωB97M-V functional and the def2-TZVPD basis.

Output
HOMO ... -9.67 eV
Molar mass ... 87.17 g mol⁻¹
Orbital gap ... 10.91 eV
Structure (SMILES) ... C=NC.CCC

The geometry in ORCA input format:
```
! RIJCOSX wB97M-V def2-TZVPD def2/J DEFGRID3
* xyz 0 1
C 4.773 -3.586 3.341
N 5.323 -2.600 2.791
C 5.040 -2.276 1.411
H 5.086 -3.738 4.374
H 4.000 -4.243 2.941
H 5.983 -2.325 0.877
H 4.786 -1.210 1.381
H 4.165 -2.764 0.965
C -4.359 1.269 -2.313
C -3.900 2.246 -1.178
C -2.440 2.674 -1.328
H -3.571 1.145 -3.044
H -5.269 1.716 -2.722
H -4.774 0.358 -1.889
H -4.093 1.758 -0.224
H -4.540 3.129 -1.203
H -2.139 2.708 -2.378
H -2.314 3.710 -1.023
H -1.757 2.028 -0.778
*
```

Atomic partial charges in e from the Mulliken method, atoms 1 to 5: -0.24, -0.39, -0.65, 0.25, 0.23

***

Record 6
Here is one molecule with the formula C5H13N at a distorted geometry from OMol25. Energies are from the ωB97M-V functional and the def2-TZVPD basis.

Output
HOMO ... -9.13 eV
Molar mass ... 87.17 g mol⁻¹
Orbital gap ... 10.24 eV
Structure (SMILES) ... CCCCNC

The geometry in ORCA input format:
```
! RIJCOSX wB97M-V def2-TZVPD def2/J DEFGRID3
* xyz 0 1
C -0.631 1.783 1.396
C -1.463 1.090 0.219
C -1.008 -0.358 0.235
C 0.482 -0.788 0.476
N 1.426 -0.304 -0.607
C 1.460 -1.223 -1.797
H -0.943 2.869 1.480
H 0.460 1.786 1.033
H -0.828 1.230 2.298
H -1.338 1.643 -0.792
H -2.627 1.065 0.439
H -1.627 -1.012 0.984
H -1.354 -0.785 -0.797
H 0.753 -0.374 1.462
H 0.472 -1.840 0.549
H 2.369 -0.381 -0.084
H 1.611 -2.297 -1.519
H 0.528 -1.123 -2.457
H 2.257 -0.983 -2.518
*
```

Atomic partial charges in e from the Mulliken method, atoms 1 to 5: -1.09, -0.28, -0.51, -0.92, -0.39

***

Question: Look up the molar mass of the sixth one.
Answer: 87.17 g mol⁻¹